61
Properties=species:S:1:pos:R:3:lowdin_spin:R:1 method="wB97M-V/def2-TZVPD" s2=0.75 charge=-1 spin_multiplicity=2 e_homo_ev=-2.45 total_energy_ev=-44850.619 e_lumo_ev=1.766
C -1.511 -0.160 2.992 0.00
C -0.954 -1.554 2.653 0.00
O -1.487 -2.488 3.603 0.00
C -1.340 -2.079 1.254 0.00
O -0.372 -1.916 0.229 0.00
C -0.210 -0.671 -0.403 0.00
C 0.782 0.230 0.409 0.00
C 0.362 1.660 0.736 0.00
C 1.262 2.391 1.776 0.00
C 2.663 1.825 1.890 0.00
S 3.794 2.986 2.676 0.00
O 3.162 4.246 2.871 0.00
O 4.372 2.392 3.823 0.00
O 4.977 3.170 1.611 0.00
C 0.532 -1.048 -1.696 0.00
C 0.700 0.073 -2.735 0.03
C 0.486 -0.539 -4.126 0.02
C 2.161 0.586 -2.751 0.01
N -0.150 1.258 -2.497 0.38
O -0.100 2.126 -3.436 0.50
C -1.498 1.029 -1.951 0.03
C -2.062 2.383 -1.441 0.00
C -2.478 0.581 -3.045 0.02
C -1.532 -0.002 -0.797 0.00
H -2.286 0.153 2.302 0.00
H -0.718 0.577 3.045 0.00
H -1.943 -0.196 3.985 0.00
H 0.112 -1.611 2.816 0.00
H -2.448 -2.371 3.646 0.00
H -2.335 -1.693 1.014 0.00
H -1.479 -3.159 1.365 0.00
H 1.048 -0.264 1.335 0.00
H 1.705 0.309 -0.145 0.00
H -0.644 1.723 1.122 0.00
H 0.406 2.268 -0.157 0.00
H 1.363 3.416 1.445 0.00
H 0.765 2.438 2.736 0.00
H 2.671 0.970 2.548 0.00
H 3.101 1.552 0.939 0.00
H 4.585 3.242 0.723 0.00
H 1.500 -1.408 -1.378 0.00
H 0.022 -1.902 -2.126 0.00
H -0.349 -1.224 -4.157 0.00
H 0.448 0.220 -4.897 0.00
H 1.369 -1.140 -4.316 0.00
H 2.847 -0.189 -2.433 0.00
H 2.452 0.916 -3.738 0.00
H 2.258 1.417 -2.061 0.00
H -1.493 3.221 -1.824 0.00
H -2.074 2.446 -0.363 0.00
H -3.085 2.494 -1.766 0.00
H -2.743 1.429 -3.663 0.00
H -2.107 -0.255 -3.623 0.00
H -3.383 0.248 -2.557 0.00
H -1.989 0.399 0.093 0.00
H -2.182 -0.814 -1.100 0.00
C -1.403 -5.920 1.892 0.00
O -1.998 -5.021 1.089 0.00
H -0.438 -5.591 2.374 0.00
H -2.005 -6.265 2.780 0.00
H -1.109 -6.894 1.409 0.00

68
Properties=species:S:1:pos:R:3:lowdin_spin:R:1 method="wB97M-V/def2-TZVPD" s2=0.87 spin_multiplicity=2 e_homo_ev="-5.87 / -6.54" total_energy_ev=-137190.269 e_lumo_ev="-0.786 / -0.858"
Rh -0.640 -0.720 -1.011 0.45
C -3.390 -1.114 -4.305 0.02
C -2.189 -1.069 -3.409 0.12
N -1.910 -0.029 -2.655 0.04
N -2.820 0.978 -2.639 0.01
C -2.646 2.205 -2.329 -0.01
N -3.730 3.040 -2.448 -0.01
S -1.216 3.139 -1.811 0.00
C -1.252 -2.166 -3.375 0.05
C -1.190 -3.164 -4.355 0.01
C -0.162 -4.078 -4.334 0.03
C 0.797 -4.012 -3.322 0.03
C 0.642 -3.063 -2.338 0.02
N -0.360 -2.176 -2.352 0.04
H -3.999 -0.233 -4.134 0.00
H -3.984 -2.005 -4.090 0.01
H -3.102 -1.145 -5.358 0.00
H -4.613 2.551 -2.455 0.00
H -3.709 3.843 -1.839 0.00
H -1.941 -3.187 -5.132 0.00
H -0.102 -4.846 -5.094 0.00
H 1.636 -4.691 -3.301 0.00
H 1.317 -2.991 -1.495 0.00
O 0.187 1.416 1.244 -0.02
S -0.830 1.112 0.190 0.01
O -2.103 1.722 0.497 0.00
O -0.234 2.017 -1.176 0.01
O 1.451 -0.498 -0.360 0.13
C 1.533 3.342 3.560 -0.01
Si 1.081 1.529 3.608 -0.10
C -0.729 1.354 4.052 -0.01
C 2.062 0.633 4.943 -0.02
Ge 1.886 -0.049 1.230 0.07
Si 3.612 1.725 0.442 0.04
C 2.721 3.289 -0.122 0.01
C 4.366 0.814 -1.031 0.00
C 5.004 2.140 1.664 0.01
Si -1.671 -2.019 0.639 0.05
C -0.616 -2.347 2.178 0.02
C -3.241 -1.139 1.235 0.01
C -2.246 -3.702 -0.022 0.01
H 1.457 3.762 4.564 0.00
H 0.848 3.881 2.905 0.00
H 2.546 3.514 3.191 0.00
H -0.970 1.942 4.942 0.00
H -1.000 0.315 4.246 0.00
H -1.354 1.705 3.230 0.00
H 1.872 1.096 5.917 0.00
H 3.135 0.674 4.750 0.00
H 1.765 -0.414 4.994 0.00
H 2.270 3.116 -1.100 0.00
H 3.397 4.144 -0.190 0.00
H 1.906 3.542 0.560 0.00
H 3.574 0.327 -1.602 0.00
H 5.058 0.039 -0.693 0.00
H 4.912 1.485 -1.701 0.00
H 4.659 2.235 2.696 0.00
H 5.481 3.082 1.381 0.00
H 5.769 1.362 1.643 0.00
H -0.285 -1.403 2.617 0.00
H 0.277 -2.926 1.928 0.00
H -1.179 -2.894 2.939 0.00
H -2.991 -0.278 1.856 0.00
H -3.880 -1.818 1.807 0.00
H -3.816 -0.757 0.389 0.00
H -1.414 -4.319 -0.369 0.00
H -2.939 -3.573 -0.856 0.00
H -2.769 -4.247 0.768 0.00

64
Properties=species:S:1:pos:R:3:lowdin_spin:R:1 method="wB97M-V/def2-TZVPD" s2=6.01 charge=+3 spin_multiplicity=5 e_homo_ev="-17.08 / -17.99" total_energy_ev=-46943.478 e_lumo_ev="-7.694 / -10.574"
Ir 0.305 -0.389 0.299 2.69
C 1.572 -3.590 3.776 0.00
N 0.243 -2.936 3.816 0.01
C -0.537 -3.304 5.024 0.00
C -0.180 -2.199 2.832 0.02
O 0.566 -1.840 1.835 0.16
C -1.587 -1.618 2.835 0.00
O -1.736 -1.000 1.588 0.04
C -2.902 -0.256 1.437 0.00
C -2.547 0.764 0.350 0.02
O -1.343 0.851 -0.131 0.17
N -3.459 1.574 -0.095 0.01
C -4.855 1.514 0.437 0.00
C -3.198 2.551 -1.172 0.00
H 2.137 -3.171 4.626 0.00
H 2.068 -3.268 2.855 0.00
H 1.519 -4.656 3.876 0.00
H 0.131 -3.558 5.784 0.00
H -1.084 -4.225 4.857 0.00
H -1.191 -2.498 5.369 0.00
H -1.700 -0.883 3.622 0.00
H -2.354 -2.369 2.861 0.00
H -3.035 0.362 2.364 0.00
H -3.775 -0.865 1.163 0.00
H -5.498 0.879 -0.130 0.00
H -5.302 2.496 0.471 0.00
H -4.835 1.189 1.471 0.00
H -2.583 2.134 -1.963 0.00
H -2.708 3.383 -0.662 0.00
H -4.140 2.890 -1.590 0.00
S 2.449 0.631 0.191 0.27
C 2.158 2.172 1.040 0.06
N 2.882 2.610 2.089 0.02
C 2.429 3.935 2.620 0.00
C 1.269 4.276 1.592 0.00
N 1.115 2.980 0.846 0.03
H 3.683 2.072 2.476 0.00
H 3.242 4.681 2.634 0.00
H 2.050 3.904 3.649 0.00
H 1.547 4.985 0.812 0.00
H 0.387 4.597 2.175 0.00
H 0.589 2.939 -0.005 0.00
C 1.190 1.706 -3.456 0.00
C 0.453 0.418 -3.164 0.01
N 1.344 -0.750 -3.138 0.06
C 2.154 -0.915 -4.361 0.00
C 1.372 -0.938 -5.644 0.00
C 1.143 -1.729 -2.330 0.04
C 1.775 -3.088 -2.507 0.01
N 0.273 -1.627 -1.249 0.32
H 0.417 2.473 -3.446 0.00
H 1.685 1.728 -4.418 0.00
H 2.002 1.946 -2.748 0.00
H -0.278 0.302 -3.981 0.00
H -0.064 0.516 -2.196 0.01
H 2.713 -1.818 -4.268 0.00
H 2.907 -0.173 -4.347 0.00
H 0.618 -1.720 -5.656 0.00
H 1.973 -1.238 -6.503 0.00
H 0.863 0.020 -5.829 0.00
H 1.321 -3.620 -3.357 0.00
H 1.586 -3.692 -1.615 0.00
H 2.836 -2.992 -2.636 0.00
H -0.074 -2.553 -1.076 0.01

73
Properties=species:S:1:pos:R:3:lowdin_spin:R:1 method="wB97M-V/def2-TZVPD" s2=3.84 spin_multiplicity=4 e_homo_ev="-7.35 / -7.32" total_energy_ev=-351074.615 e_lumo_ev="-0.630 / -1.278"
V -0.843 -0.298 -0.332 2.04
C -3.064 -4.605 1.916 0.00
N -1.909 -3.782 2.225 0.00
C -1.607 -3.657 3.651 0.00
P -1.138 -2.713 1.255 0.01
O -1.379 -1.279 1.586 0.01
O -1.827 -3.062 -0.203 0.02
P -2.372 -2.086 -1.400 0.02
O -1.259 -1.380 -2.108 0.03
N -3.311 -0.946 -0.628 0.01
C -4.012 -0.038 -1.556 0.00
C -4.121 -1.252 0.560 0.00
N -3.173 -3.059 -2.424 0.00
C -2.472 -3.639 -3.574 0.00
C -4.277 -3.870 -1.918 0.00
N 0.439 -3.061 1.043 0.01
C 0.784 -4.386 0.529 0.00
C 1.413 -2.545 2.020 0.00
H -2.909 -5.612 2.309 0.00
H -3.208 -4.675 0.842 0.00
H -3.973 -4.198 2.372 0.00
H -1.343 -4.631 4.067 0.00
H -2.471 -3.257 4.189 0.00
H -0.774 -2.973 3.815 0.00
H -4.990 -0.451 -1.814 0.00
H -3.421 0.099 -2.458 0.00
H -4.123 0.923 -1.056 0.00
H -5.125 -1.561 0.257 0.00
H -4.179 -0.343 1.158 0.00
H -3.665 -2.023 1.167 0.00
H -1.654 -2.988 -3.869 0.00
H -3.180 -3.731 -4.398 0.00
H -2.079 -4.629 -3.325 0.00
H -4.763 -3.373 -1.079 0.00
H -3.924 -4.853 -1.591 0.00
H -5.016 -4.004 -2.708 0.00
H 0.085 -4.691 -0.248 0.00
H 0.789 -5.132 1.329 0.00
H 1.779 -4.332 0.088 0.00
H 1.033 -1.656 2.519 0.01
H 2.325 -2.256 1.498 0.00
H 1.644 -3.324 2.754 0.00
N -0.908 3.231 1.804 0.00
C -1.347 2.463 0.797 0.00
O -2.132 1.526 0.989 0.02
C -0.829 2.761 -0.589 -0.01
C -0.948 1.517 -1.449 -0.11
H -1.129 2.929 2.739 0.00
H -0.070 3.779 1.681 0.00
H 0.208 3.092 -0.502 0.00
H -1.406 3.604 -0.989 0.00
H -0.199 1.454 -2.239 0.00
H -1.932 1.486 -1.929 0.00
Se 5.396 0.353 0.763 0.01
Sb 3.350 1.176 1.672 -0.01
Se 2.649 0.733 3.966 0.51
Se 2.911 3.526 2.130 0.48
Se 1.153 0.475 0.444 -0.04
N 6.336 0.802 -2.856 0.00
C 5.503 0.504 -3.884 0.00
O 5.781 0.683 -5.055 0.00
C 4.183 -0.082 -3.467 0.00
C 4.060 -0.917 -2.367 0.00
C 2.798 -1.380 -2.030 0.00
N 1.696 -1.070 -2.702 0.00
C 1.831 -0.289 -3.772 0.00
C 3.044 0.222 -4.201 0.00
H 7.189 1.287 -3.074 0.00
H 5.973 0.848 -1.914 0.00
H 4.910 -1.184 -1.755 0.00
H 2.670 -1.996 -1.146 0.00
H 0.915 -0.045 -4.301 0.00
H 3.114 0.864 -5.068 0.00

60
Properties=species:S:1:pos:R:3:lowdin_spin:R:1 method="wB97M-V/def2-TZVPD" s2=6.02 charge=+4 spin_multiplicity=5 e_homo_ev="-19.95 / -21.57" total_energy_ev=-54200.696 e_lumo_ev="-12.314 / -14.599"
P -0.930 2.033 3.614 0.56
C -0.746 1.827 5.425 0.08
H -1.592 2.325 5.901 0.02
H 0.198 2.268 5.770 0.00
H -0.746 0.762 5.676 0.00
C -1.750 3.680 3.597 0.08
H -2.457 3.741 2.762 0.00
H -1.001 4.473 3.484 0.00
H -2.285 3.812 4.543 0.02
C -2.464 1.033 3.306 0.09
H -3.266 1.306 4.012 0.02
H -2.244 -0.039 3.404 0.00
H -2.793 1.231 2.273 0.00
P -0.724 -3.797 -1.317 0.60
C 0.278 -4.580 -0.012 0.09
H 0.376 -5.664 -0.160 0.02
H -0.208 -4.360 0.954 0.00
H 1.269 -4.096 -0.032 0.00
C -2.418 -4.422 -1.065 0.08
H -3.080 -3.856 -1.746 0.00
H -2.690 -4.202 -0.017 0.00
H -2.512 -5.498 -1.261 0.02
C -0.148 -4.357 -2.951 0.09
H -0.363 -5.413 -3.153 0.02
H 0.939 -4.172 -3.004 0.00
H -0.655 -3.729 -3.707 0.00
P 3.263 1.089 -1.520 0.13
C 4.813 0.523 -0.826 0.02
H 5.634 0.836 -1.486 0.01
H 4.809 -0.573 -0.756 0.00
H 4.979 0.945 0.174 0.00
C 3.149 1.107 -3.306 0.01
H 4.031 1.604 -3.742 0.00
H 2.239 1.629 -3.647 0.00
H 3.121 0.065 -3.674 0.00
C 2.629 2.572 -0.733 0.01
H 3.360 3.391 -0.754 0.00
H 2.434 2.274 0.327 0.00
H 1.682 2.943 -1.167 0.00
Ru -0.956 0.202 -1.053 0.60
C -0.688 -0.861 0.544 0.17
O -0.539 -1.455 1.548 0.11
C 1.775 -0.040 -1.000 0.34
O 1.924 -1.055 -0.391 0.38
C -1.145 0.396 -3.096 0.05
C -0.881 1.641 -2.491 0.03
C -1.649 2.057 -1.391 0.06
C -2.641 1.213 -0.870 0.02
C -2.906 -0.011 -1.466 0.02
C -2.140 -0.428 -2.556 0.04
H -0.546 0.051 -3.924 0.01
H -0.066 2.258 -2.831 0.00
H -1.395 2.970 -0.888 0.01
H -3.165 1.516 0.025 0.00
H -3.671 -0.660 -1.076 0.00
H -2.300 -1.418 -2.979 0.01
N 1.831 1.292 1.942 0.10
H 0.854 1.660 1.991 0.04
H 2.341 1.695 2.733 0.00
H 1.832 0.268 2.045 0.00

58
Properties=species:S:1:pos:R:3:lowdin_charge:R:1 method="wB97M-V/def2-TZVPD" smiles="CCCCCCC[C@@H]1OC(=O)O[C@H]1C.CC(C)O.CC(C)O" e_homo_ev=-10.37 total_energy_ev=-28444.462 e_lumo_ev=0.506
C -2.321 1.837 3.944 -0.14
C -3.284 2.712 2.900 -0.25
C -2.282 3.601 1.952 -0.24
C -1.446 2.745 0.831 -0.21
C -0.020 2.121 1.361 -0.21
C 0.279 0.693 0.553 -0.18
C 1.708 0.073 1.128 -0.13
C 1.547 -0.748 2.537 -0.21
O 2.868 -1.304 2.976 -0.04
C 2.449 -2.035 4.218 -0.24
O 3.141 -2.185 5.351 0.02
O 1.064 -2.533 3.995 -0.06
C 0.703 -2.150 2.593 -0.22
C -0.935 -2.139 2.569 -0.05
H -2.931 1.365 4.826 0.08
H -1.417 2.509 4.290 0.08
H -1.853 0.977 3.270 0.05
H -3.969 3.379 3.581 0.10
H -3.978 1.964 2.327 0.11
H -2.980 4.353 1.344 0.11
H -1.609 4.286 2.646 0.12
H -2.123 1.927 0.297 0.12
H -1.163 3.515 -0.036 0.11
H 0.075 2.024 2.523 0.09
H 0.851 2.855 1.018 0.12
H 0.510 1.028 -0.568 0.12
H -0.617 -0.064 0.609 0.10
H 2.400 1.015 1.370 0.13
H 2.298 -0.532 0.287 0.11
H 1.358 0.087 3.353 0.18
H 1.069 -3.093 2.005 0.17
H -1.408 -2.437 1.519 0.09
H -1.355 -1.126 2.979 0.07
H -1.292 -2.987 3.324 0.10
C 2.702 -1.383 -3.602 -0.06
C 2.568 0.030 -3.055 -0.50
C 3.274 1.039 -3.947 -0.06
O 3.127 0.084 -1.746 -0.08
H 3.754 -1.685 -3.653 0.08
H 2.200 -2.099 -2.944 0.08
H 2.267 -1.462 -4.603 0.08
H 1.508 0.292 -2.970 0.12
H 4.346 0.823 -4.011 0.08
H 3.179 2.049 -3.535 0.08
H 2.856 1.032 -4.958 0.08
H 4.068 -0.147 -1.811 0.10
C -2.051 -2.956 -3.285 -0.06
C -2.185 -1.544 -2.739 -0.49
C -1.479 -0.535 -3.630 -0.06
O -1.626 -1.489 -1.429 -0.08
H -0.999 -3.258 -3.336 0.08
H -2.553 -3.673 -2.627 0.08
H -2.486 -3.035 -4.286 0.08
H -3.245 -1.281 -2.654 0.14
H -0.407 -0.751 -3.694 0.06
H -1.574 0.475 -3.218 0.08
H -1.897 -0.541 -4.642 0.08
H -0.685 -1.721 -1.495 0.09